C35H62O19S | the ωB97M-V functional and the def2-TZVPD basis

Properties
Max |F| in eV/A: 2.19
Charge: 0
SMILES: C[C@H]1COC(=O)O1.C[C@H]1COC(=O)O1.C[C@H]1COC(=O)O1.C[C@H]1COC(=O)O1.O=S1(=O)CCCC1.CC(C)=O.CC(C)=O.CC(C)=O.CC(C)=O.CC(C)=O
HOMO level in eV: -9.31

```
117
Properties=species:S:1:pos:R:3:forces:R:3:lowdin_charge:R:1
C 6.390 0.107 1.019 1.040 0.310 -0.295 -0.01
C 5.663 1.262 1.626 -0.565 0.380 0.251 -0.30
C 5.730 2.601 0.858 0.323 -0.961 0.355 -0.07
O 4.393 3.090 0.912 0.028 0.238 -0.075 0.05
C 3.571 2.143 1.409 0.303 -0.204 0.446 -0.58
O 2.411 2.308 1.619 -0.407 0.068 -0.318 0.14
O 4.240 1.016 1.685 0.004 0.112 -0.245 0.07
H 6.328 0.104 -0.071 -0.390 -0.175 0.027 0.08
H 6.121 -0.856 1.440 -0.178 0.003 0.033 0.09
H 7.456 0.272 1.219 -0.086 -0.180 0.072 0.10
H 5.970 1.436 2.659 0.064 -0.186 0.011 0.16
H 6.044 2.423 -0.172 -0.091 0.299 -0.070 0.13
H 6.403 3.269 1.386 -0.055 0.329 -0.294 0.14
C -4.839 -2.693 1.561 1.444 1.001 1.303 -0.02
C -5.020 -3.628 2.728 -0.861 -1.645 -0.486 -0.26
C -6.233 -3.316 3.630 0.292 0.593 -0.737 -0.10
O -7.191 -4.309 3.317 -0.062 -0.353 0.240 0.06
C -6.619 -5.307 2.585 -0.081 0.482 0.202 -0.58
O -7.141 -6.347 2.368 -0.191 -0.275 -0.185 0.17
O -5.418 -4.925 2.146 0.311 0.147 0.210 0.07
H -3.848 -2.845 1.136 -0.389 -0.595 -0.766 0.06
H -4.655 -1.681 1.957 -0.636 -0.001 0.015 0.09
H -5.702 -2.718 0.908 0.106 -0.017 -0.277 0.10
H -4.129 -3.918 3.276 0.229 0.725 0.058 0.15
H -6.627 -2.349 3.313 -0.170 0.042 0.320 0.13
H -6.014 -3.308 4.694 0.019 -0.103 0.070 0.13
C -1.342 2.543 1.266 -0.238 0.608 0.085 -0.02
C -1.752 1.295 0.560 -0.202 -0.777 -0.625 -0.31
C -0.799 0.798 -0.549 0.669 0.016 0.926 -0.04
O -0.661 -0.604 -0.256 -0.396 -0.078 -1.026 0.07
C -1.375 -0.932 0.812 -0.040 0.391 0.445 -0.57
O -1.581 -2.044 1.175 0.062 -0.379 0.296 0.13
O -1.805 0.176 1.462 -0.001 -0.178 0.123 0.08
H -0.455 2.338 1.859 0.213 0.192 -0.168 0.07
H -2.107 2.959 1.927 -0.106 -0.395 0.079 0.09
H -1.165 3.348 0.547 0.329 -0.183 -0.072 0.08
H -2.747 1.309 0.112 -0.054 0.474 0.137 0.13
H 0.229 1.155 -0.455 -0.185 0.583 -0.144 0.13
H -1.220 0.992 -1.532 0.214 -0.370 -0.187 0.13
C 2.802 5.929 -1.533 0.057 -0.201 0.727 -0.02
C 3.169 4.673 -2.304 -0.987 0.400 0.634 -0.31
C 2.436 3.414 -1.769 1.023 0.813 -0.054 -0.09
O 1.956 2.795 -2.951 -0.383 -0.579 0.340 0.07
C 1.914 3.687 -3.957 1.419 1.102 0.245 -0.55
O 1.385 3.569 -4.999 -0.620 -0.478 -0.553 0.19
O 2.684 4.787 -3.639 -0.377 -0.608 0.045 0.07
H 3.035 6.829 -2.096 0.062 0.031 0.005 0.09
H 3.322 5.944 -0.568 0.247 0.061 -0.244 0.09
H 1.751 5.934 -1.234 -0.108 0.023 -0.477 0.08
H 4.251 4.535 -2.294 0.019 -0.071 -0.314 0.15
H 1.616 3.646 -1.090 -0.111 0.065 -0.099 0.13
H 3.179 2.836 -1.227 -0.319 -0.642 -0.255 0.11
O 2.946 -1.729 -4.158 0.066 0.183 -0.264 -0.33
S 3.171 -2.435 -2.926 -0.482 -0.125 0.085 0.66
O 4.185 -3.458 -2.874 0.003 0.053 0.165 -0.31
C 3.394 -1.271 -1.559 -0.327 -0.693 -0.811 -0.20
C 2.681 -1.915 -0.358 0.481 1.167 0.799 -0.21
C 1.942 -3.184 -0.771 0.301 -0.349 -0.567 -0.20
C 1.635 -3.068 -2.270 -0.032 -0.086 0.673 -0.23
H 2.882 -0.386 -1.934 0.253 0.225 0.177 0.09
H 4.471 -1.148 -1.477 -0.033 0.230 0.174 0.09
H 3.416 -2.071 0.433 -0.101 -0.449 -0.034 0.10
H 2.027 -1.150 0.072 -0.284 -0.208 -0.163 0.10
H 1.028 -3.392 -0.221 0.072 0.175 0.244 0.10
H 2.625 -4.027 -0.652 -0.161 -0.101 0.150 0.12
H 0.861 -2.320 -2.452 0.004 -0.001 -0.202 0.10
H 1.361 -4.037 -2.678 0.127 0.085 -0.367 0.11
C 2.450 -1.027 3.282 -0.732 -1.159 0.750 -0.01
C 1.927 -2.448 3.340 -0.418 0.060 -0.299 -0.50
C 0.524 -2.656 3.838 -0.114 -0.612 1.311 -0.01
O 2.593 -3.392 2.988 0.354 0.003 -0.111 0.06
H 1.688 -0.382 2.842 0.336 0.135 -0.410 0.08
H 3.413 -1.104 2.798 0.080 0.661 -0.089 0.06
H 2.484 -0.722 4.335 0.436 0.199 -0.106 0.08
H -0.220 -2.603 3.048 0.004 0.294 -0.036 0.06
H 0.294 -2.015 4.696 -0.130 0.541 -0.496 0.08
H 0.451 -3.647 4.298 0.137 -0.154 -0.478 0.09
C -0.312 2.079 4.647 -0.665 0.176 0.889 -0.02
C 0.974 1.729 5.368 0.208 0.279 -0.893 -0.49
C 2.088 2.704 5.085 1.139 -0.216 -0.214 -0.02
O 1.147 0.701 5.971 -0.216 -0.086 0.249 0.07
H -0.264 3.086 4.238 0.096 -0.124 -0.353 0.07
H -1.160 2.097 5.342 0.172 -0.216 0.090 0.09
H -0.561 1.326 3.902 0.182 0.030 -0.139 0.07
H 2.169 2.842 4.002 -0.389 0.172 0.030 0.06
H 3.065 2.294 5.358 -0.240 -0.065 0.402 0.08
H 1.983 3.683 5.552 -0.292 -0.022 0.015 0.09
C -2.796 5.477 -0.926 0.358 0.154 0.768 -0.03
C -3.092 4.369 -1.905 0.298 -0.216 0.139 -0.51
C -4.016 3.259 -1.470 -0.235 0.433 -0.365 -0.01
O -2.574 4.358 -2.993 0.027 0.043 -0.172 0.08
H -3.471 6.322 -1.064 0.035 0.015 -0.164 0.09
H -1.762 5.805 -1.037 -0.131 0.174 -0.402 0.08
H -2.871 5.183 0.126 -0.340 -0.211 -0.161 0.07
H -5.037 3.652 -1.497 -0.006 -0.077 0.149 0.10
H -3.794 2.952 -0.453 -0.100 -0.078 0.062 0.05
H -3.948 2.449 -2.192 0.022 -0.136 0.133 0.09
C -1.945 -4.088 -1.180 0.029 0.846 0.057 -0.02
C -2.555 -5.169 -2.036 0.345 -0.560 0.781 -0.48
C -3.866 -4.916 -2.719 -0.922 -0.052 -0.119 -0.02
O -2.060 -6.276 -2.049 0.038 0.206 -0.352 0.06
H -2.491 -3.145 -1.236 -0.044 -0.093 -0.006 0.07
H -0.913 -3.847 -1.435 -0.012 -0.281 -0.301 0.06
H -1.902 -4.386 -0.132 -0.197 -0.226 -0.057 0.09
H -4.556 -5.722 -2.450 0.199 -0.085 0.016 0.09
H -3.798 -4.957 -3.807 0.260 0.097 0.004 0.08
H -4.362 -3.994 -2.420 0.268 0.150 -0.077 0.07
C -0.435 -0.192 -5.717 -0.381 1.190 -0.217 -0.01
C -1.490 -0.832 -4.862 0.111 -0.518 -0.201 -0.49
C -2.689 -1.440 -5.550 -0.222 -0.156 0.219 -0.02
O -1.396 -0.887 -3.656 0.082 0.158 0.244 0.05
H -0.838 0.084 -6.694 0.096 -0.383 -0.094 0.08
H 0.482 -0.765 -5.827 -0.053 -0.267 0.125 0.09
H -0.181 0.768 -5.263 0.258 -0.121 0.203 0.08
H -3.184 -2.094 -4.833 -0.063 -0.012 -0.076 0.07
H -2.426 -2.003 -6.446 0.133 0.064 -0.012 0.08
H -3.399 -0.664 -5.848 0.120 0.086 -0.025 0.09
```
Positions in Å, forces in eV/Å.


C23H64ClO23S9 | the ωB97M-V functional and the def2-TZVPD basis

Properties
Max |F| in eV/A: 16.72
Charge: -1
HOMO level in eV: -4.14

```
120
Properties=species:S:1:pos:R:3:forces:R:3:lowdin_charge:R:1
Cl 0.246 0.319 0.431 3.137 3.668 10.696 1.08
O 0.384 -1.119 0.389 0.388 -1.278 7.762 -0.47
O -0.720 0.691 1.523 7.893 -2.648 -2.904 -0.49
O 1.584 0.924 0.646 -6.612 -1.144 2.090 -0.48
O -0.159 0.741 -0.821 2.055 7.059 3.802 -0.39
O -5.880 -0.947 -0.263 0.733 -1.109 -2.807 -0.33
S -5.228 -1.395 -1.523 0.672 1.881 0.594 0.72
O -5.487 -0.713 -2.828 0.436 -2.118 3.293 -0.32
O -3.610 -1.254 -1.262 -2.276 0.142 -0.103 -0.28
C -3.004 -1.008 0.042 0.844 0.482 -2.304 -0.12
C -1.476 -0.772 -0.214 -9.149 -1.451 0.834 -0.22
C -5.338 -3.258 -1.661 0.165 1.329 0.130 -0.09
H -2.984 -1.918 0.642 -1.886 -0.329 -0.538 0.11
H -3.393 -0.152 0.593 -0.725 -0.152 -0.265 0.12
H -1.074 -1.047 0.761 -3.619 2.845 -4.237 -0.05
H -1.188 0.239 -0.502 -7.160 -4.014 -0.652 -0.02
H -1.079 -1.588 -0.818 -1.487 0.783 3.612 0.06
H -4.390 -3.604 -2.073 -0.138 0.181 -0.142 0.06
H -6.188 -3.536 -2.284 0.077 0.136 0.145 0.06
H -5.429 -3.603 -0.631 -0.148 0.040 -0.121 0.06
O -4.573 4.650 0.777 0.049 -1.234 0.760 -0.28
S -3.912 3.605 1.519 1.851 -1.561 0.702 0.77
O -4.397 2.200 1.690 0.517 3.887 -0.423 -0.30
O -2.434 3.491 0.758 -5.724 1.828 3.954 -0.31
C -1.566 2.414 0.934 -2.029 0.102 4.809 -0.31
C -0.261 3.103 1.334 -3.116 -1.280 0.008 -0.03
C -3.163 4.331 3.087 -1.501 0.337 -0.532 -0.07
H -1.527 2.002 -0.075 -3.500 -1.649 6.724 0.02
H -1.960 1.640 1.593 -1.265 3.154 -0.278 0.09
H -0.004 3.922 0.662 -0.867 -0.495 1.355 0.09
H 0.446 2.274 1.368 -2.513 1.875 -0.834 0.02
H -0.332 3.427 2.372 -0.810 0.547 -0.558 0.11
H -2.817 3.534 3.745 0.474 0.090 -0.298 0.05
H -3.855 4.974 3.631 -0.802 -0.588 -0.035 0.06
H -2.478 5.115 2.765 0.632 -0.801 -0.334 0.07
O -0.333 5.431 -2.153 0.285 -0.216 0.846 -0.28
S 0.068 4.087 -1.858 -0.115 -2.377 -1.176 0.78
O 0.755 3.355 -2.948 -0.874 0.932 2.203 -0.30
O 1.051 4.116 -0.479 0.563 1.511 -3.270 -0.26
C 1.714 2.904 -0.186 1.686 -0.210 -4.137 -0.29
C 3.017 2.733 -0.954 1.950 0.219 0.124 -0.03
C -1.364 3.060 -1.118 2.972 2.813 -8.100 -0.07
H 1.234 1.984 -0.520 -0.559 2.735 -1.341 0.09
H 1.769 2.561 0.847 1.790 2.667 -3.059 0.04
H 3.013 2.470 -2.012 -1.136 0.622 -0.143 0.07
H 3.546 1.845 -0.608 -0.066 0.428 0.893 0.05
H 3.770 3.520 -0.911 -0.269 0.476 0.484 0.09
H -1.903 3.690 -0.411 1.241 0.803 -2.349 0.01
H -1.044 2.089 -0.739 3.363 3.123 -6.147 0.01
H -2.089 2.793 -1.887 0.084 0.416 -0.772 0.13
O 3.476 -2.441 -4.778 -0.305 2.049 1.538 -0.31
S 3.364 -1.074 -4.242 0.149 -1.038 -0.991 0.72
O 2.367 -0.201 -4.878 1.878 -0.748 1.383 -0.29
O 3.151 -1.123 -2.579 0.308 -1.315 -4.102 -0.22
C 2.579 -0.044 -1.837 5.897 -0.748 3.824 -0.18
C 2.023 -0.791 -0.602 5.059 8.645 -2.826 -0.32
C 5.104 -0.367 -4.355 -2.572 -0.059 0.748 -0.07
H 1.826 0.539 -2.367 5.909 3.444 4.179 0.03
H 3.436 0.586 -1.600 0.009 -0.463 0.088 0.10
H 1.883 -1.864 -0.735 2.074 4.979 1.628 -0.04
H 0.977 -0.535 -0.434 8.205 0.079 -7.479 -0.09
H 2.462 -0.512 0.356 0.069 -0.554 -3.459 0.01
H 5.117 0.119 -5.331 0.421 -0.263 0.104 0.06
H 5.789 -1.186 -4.134 -0.075 0.248 -0.311 0.07
H 5.039 0.361 -3.547 0.593 0.198 -0.127 0.05
O -1.505 -1.561 -2.209 0.698 -2.106 -6.052 -0.29
S -0.057 -1.490 -2.344 -1.303 0.446 -5.500 0.91
O 0.914 -1.960 -1.355 -10.747 -7.640 -10.284 -0.24
O 0.402 -2.090 -3.821 0.510 0.081 2.404 -0.26
C -0.565 -2.583 -4.728 0.482 0.502 -1.443 -0.26
C 0.145 -3.578 -5.704 -1.254 1.540 0.613 -0.04
C 0.324 0.256 -2.670 -2.201 -2.577 -7.437 -0.07
H -0.909 -1.695 -5.259 -0.266 -0.083 -0.351 0.12
H -1.438 -3.005 -4.229 0.240 -0.282 0.106 0.11
H 0.406 -4.433 -5.079 0.037 -0.359 -0.844 0.08
H 0.959 -3.168 -6.303 0.536 0.239 0.955 0.07
H -0.586 -3.654 -6.509 -0.422 -1.240 0.223 0.07
H 0.143 0.979 -1.874 2.040 0.527 -6.106 -0.05
H -0.198 0.539 -3.584 -0.124 -0.573 -0.289 0.13
H 1.392 0.099 -2.821 -5.848 -2.752 -5.608 -0.02
C 1.446 -2.791 1.970 4.390 2.735 0.705 -0.30
S 2.853 -1.621 1.844 -0.813 -11.738 2.386 0.87
O 4.027 -2.153 2.694 -1.325 0.735 -0.422 -0.48
C 3.435 -2.096 0.167 3.902 -4.216 2.638 -0.18
H 0.655 -2.306 1.398 2.503 -1.711 0.556 0.01
H 1.018 -2.863 2.970 1.234 0.853 0.669 0.10
H 1.622 -3.827 1.681 4.327 1.744 -0.427 0.04
H 4.069 -1.220 0.026 0.059 -0.234 -1.197 0.10
H 2.634 -2.399 -0.508 4.448 -2.109 1.421 0.05
H 4.079 -2.975 0.196 0.581 -0.067 1.127 0.08
C 3.278 0.416 1.966 3.150 5.181 0.902 -0.41
S 2.142 0.656 3.344 10.237 2.928 -1.510 0.89
O 2.919 0.845 4.654 -1.620 -0.268 -1.660 -0.44
C 1.526 2.310 2.835 2.540 1.583 2.305 -0.20
H 4.010 -0.297 2.344 1.227 1.177 0.212 0.04
H 3.729 1.291 1.497 0.444 0.685 0.394 0.09
H 2.513 -0.033 1.332 2.788 2.757 1.534 -0.08
H 1.546 2.598 1.784 1.231 -0.634 3.913 -0.01
H 2.128 3.128 3.229 0.545 -0.337 0.722 0.12
H 0.513 2.562 3.147 1.004 -0.978 1.175 0.04
C -1.156 -1.893 1.814 -3.408 -4.494 6.958 -0.32
S -1.096 -3.793 1.799 -1.013 -0.500 0.848 1.04
O 0.380 -4.211 1.763 -9.569 -6.391 -0.717 -0.58
C -1.718 -4.254 3.511 -0.133 -0.341 -0.733 -0.22
H -0.284 -1.352 1.444 -0.459 -2.018 3.374 -0.05
H -1.518 -1.597 2.799 0.598 -0.761 0.328 0.07
H -1.982 -1.485 1.232 0.088 -3.041 2.755 0.00
H -1.065 -4.203 4.382 0.447 0.731 -0.409 0.06
H -1.891 -5.324 3.398 -0.207 -0.038 -0.182 0.03
H -2.675 -3.770 3.709 0.077 0.137 -0.085 0.04
C 0.189 0.073 3.609 -2.861 -1.152 2.296 -0.46
S -1.302 0.508 4.509 -1.265 -0.661 -0.043 0.94
O -1.048 1.942 4.891 -0.363 0.080 -0.504 -0.54
C -2.447 0.411 3.033 -1.282 0.080 2.389 -0.23
H 0.079 -0.797 2.962 0.491 0.560 0.906 0.05
H 1.000 -0.139 4.306 -2.419 -0.880 2.055 0.03
H 0.454 0.993 3.087 -2.948 -1.214 0.845 -0.03
H -2.979 1.362 3.057 0.029 -0.346 0.022 0.03
H -3.186 -0.375 3.188 -0.046 -0.001 0.297 0.08
H -1.872 0.234 2.124 -2.117 -0.471 1.615 -0.03
```
Positions in Å, forces in eV/Å.


Number 1: LUMO level -0.0022 hartree, E -3198.5947 Eh, frontier orbital gap 9.251 eV. Number 2: LUMO level 0.0668 hartree, E -6685.7560 Eh, frontier orbital gap 5.953 eV.